[1]
110
Properties=species:S:1:pos:R:3 method="wB97M-V/def2-TZVPD" s_squared=6.009 multiplicity=5 max_force_ev_per_a=3.16 charge=+1 gap_ev="6.9 / 6.7" energy_ev=-87779.3542
Fe 1.367 1.162 2.532
C -2.405 0.042 0.617
C -0.912 0.328 0.825
O -0.319 -0.002 1.877
O -0.241 0.990 -0.020
H -2.546 0.121 -0.461
H -3.042 0.671 1.239
H -2.656 -0.992 0.853
C 0.053 5.202 1.603
C 0.386 3.961 2.392
C -0.783 3.265 3.153
O -0.199 2.088 3.756
C -0.996 1.359 4.665
N 1.013 3.039 1.506
H -0.569 4.945 0.745
H 1.013 5.615 1.294
H -0.415 6.068 2.070
H 1.095 4.248 3.171
H -1.588 3.049 2.449
H -1.058 3.857 4.026
H -0.422 0.551 5.118
H -1.818 0.841 4.169
H -1.435 2.057 5.378
H 0.211 2.783 0.944
H 1.637 3.455 0.825
C 2.644 2.245 -2.177
C 3.278 3.605 -1.814
C 2.625 4.758 -2.594
O 3.155 6.036 -2.348
C 2.260 7.121 -2.628
N 3.064 3.821 -0.423
H 2.617 2.163 -3.263
H 1.705 2.084 -1.649
H 3.314 1.451 -1.847
H 4.283 3.381 -2.173
H 1.539 4.663 -2.637
H 3.035 4.665 -3.601
H 3.031 7.877 -2.780
H 1.477 7.408 -1.926
H 1.740 7.097 -3.587
H 3.477 4.736 -0.300
H 3.732 3.253 0.081
C -6.143 -3.846 -4.404
C -4.774 -3.641 -3.742
C -4.668 -2.298 -3.064
O -4.614 -1.299 -4.028
C -4.644 0.010 -3.493
N -4.479 -4.768 -2.904
H -7.042 -3.688 -3.807
H -6.198 -4.883 -4.737
H -6.209 -3.246 -5.311
H -3.962 -3.740 -4.463
H -3.730 -2.212 -2.513
H -5.472 -2.172 -2.338
H -3.696 0.407 -3.126
H -5.341 0.123 -2.661
H -5.000 0.706 -4.252
H -4.026 -4.512 -2.037
H -5.298 -5.224 -2.524
C 2.343 -1.652 0.443
C 3.259 -0.612 1.051
C 4.667 -0.709 0.493
O 5.407 0.531 0.585
C 6.721 0.403 0.135
N 2.697 0.751 0.825
H 1.318 -1.374 0.691
H 2.534 -2.685 0.731
H 2.331 -1.571 -0.644
H 3.436 -0.748 2.119
H 4.635 -1.047 -0.544
H 5.148 -1.465 1.116
H 6.692 0.320 -0.952
H 7.207 -0.454 0.600
H 7.253 1.326 0.365
H 3.513 1.230 0.465
H 2.265 0.806 -0.089
C 0.329 -4.728 3.074
C -0.659 -3.689 3.697
C 0.063 -2.939 4.833
O -0.841 -2.142 5.572
C -0.195 -1.542 6.696
N -1.165 -2.797 2.694
H 0.459 -5.541 3.789
H 1.298 -4.252 2.917
H -0.064 -5.193 2.171
H -1.475 -4.220 4.187
H 0.887 -2.320 4.475
H 0.403 -3.715 5.520
H 0.633 -0.861 6.490
H 0.207 -2.276 7.394
H -0.942 -0.927 7.199
H -2.060 -2.457 3.018
H -0.605 -1.969 2.548
C -1.170 -1.478 -4.415
C -1.039 -1.131 -2.930
C -0.089 -2.064 -2.185
O -0.610 -3.333 -2.164
C -1.189 -3.797 -0.929
N -0.500 0.229 -2.832
H -2.048 -1.002 -4.851
H -1.212 -2.566 -4.470
H -0.327 -1.225 -5.059
H -2.014 -1.211 -2.448
H 0.187 -1.689 -1.200
H 0.779 -2.195 -2.833
H -2.114 -3.411 -0.502
H -0.453 -3.964 -0.141
H -1.327 -4.843 -1.207
H -0.512 0.524 -1.863
H -1.113 0.890 -3.288

---

[2]
17
Properties=species:S:1:pos:R:3 method="wB97M-V/def2-TZVPD" multiplicity=1 max_force_ev_per_a=4.92 charge=0 gap_ev=10.0 energy_ev=-8428.3052
O 1.773 -0.674 1.190
C 1.280 -0.590 -0.113
C -0.071 -1.264 -0.494
C -1.250 -0.682 0.278
C -1.488 0.775 -0.135
C -0.151 1.520 -0.202
C 1.026 0.881 -0.200
H 2.325 0.394 1.173
H 2.028 -0.950 -0.845
H 0.019 -2.340 -0.347
H -0.205 -1.091 -1.578
H -0.991 -0.732 1.341
H -2.155 -1.282 0.125
H -2.028 0.827 -1.091
H -2.138 1.276 0.601
H -0.168 2.607 -0.159
H 2.196 1.326 0.455

---

[3]
36
Properties=species:S:1:pos:R:3 method="wB97M-V/def2-TZVPD" multiplicity=1 max_force_ev_per_a=1.51 smiles="C=C[C@@H]1NC(=O)C[C@@H]1CCCI.CC(C)=O" charge=0 gap_ev=9.4 energy_ev=-26452.1327
C 1.314 2.098 1.650
C 0.141 1.767 2.208
C -1.117 2.028 1.460
N -2.383 2.293 2.175
C -3.325 2.396 1.108
O -4.430 2.850 1.203
C -2.688 1.835 -0.183
C -1.531 0.986 0.405
C -2.145 -0.309 0.974
C -1.620 -1.582 0.304
C -2.097 -1.759 -1.147
I -0.662 -1.116 -2.583
H 1.434 3.066 1.171
H 2.171 1.436 1.627
H 0.096 1.358 3.217
H -0.974 2.959 0.896
H -2.657 1.570 2.831
H -3.396 1.304 -0.814
H -2.256 2.660 -0.757
H -0.732 0.773 -0.300
H -3.233 -0.313 0.866
H -1.959 -0.413 2.047
H -2.051 -2.425 0.853
H -0.535 -1.653 0.379
H -3.015 -1.194 -1.294
H -2.314 -2.802 -1.353
C 3.289 -2.303 -2.647
C 3.656 -1.256 -1.621
C 4.879 -1.533 -0.780
O 3.004 -0.248 -1.481
H 2.396 -1.984 -3.180
H 4.107 -2.431 -3.357
H 3.092 -3.256 -2.155
H 5.758 -1.637 -1.419
H 4.747 -2.459 -0.218
H 5.037 -0.711 -0.085

---

[4]
61
Properties=species:S:1:pos:R:3 method="wB97M-V/def2-TZVPD" s_squared=2.003 multiplicity=3 max_force_ev_per_a=0.31 charge=0 gap_ev="6.4 / 9.3" energy_ev=-74106.0548
Ti -0.274 0.445 -0.013
O -0.406 -1.512 1.035
C -1.145 -1.495 2.256
C -1.310 -0.063 2.748
N -1.762 0.830 1.679
C -1.599 2.253 2.018
C -0.247 2.801 1.535
O 0.464 3.452 2.293
O 0.024 2.500 0.312
C -3.100 0.510 1.173
C -3.198 0.604 -0.359
O -4.294 0.738 -0.869
O -2.075 0.455 -0.987
H -0.781 -2.137 0.372
H -0.601 -2.062 3.016
H -2.112 -1.981 2.111
H -0.344 0.306 3.091
H -1.998 -0.071 3.606
H -1.725 2.431 3.090
H -2.366 2.820 1.487
H -3.877 1.124 1.634
H -3.339 -0.529 1.406
C -3.089 -2.413 -2.295
P -1.434 -2.889 -1.684
C -1.483 -4.707 -1.920
C -0.375 -2.443 -3.125
C -0.244 -0.947 -3.419
P 0.810 0.018 -2.257
C 0.957 1.563 -3.230
C 2.456 -0.742 -2.534
H -3.264 -2.809 -3.298
H -3.195 -1.328 -2.298
H -3.850 -2.813 -1.622
H -1.785 -4.968 -2.937
H -2.195 -5.144 -1.219
H -0.503 -5.142 -1.719
H -0.805 -2.942 -4.000
H 0.609 -2.893 -2.966
H -1.224 -0.462 -3.404
H 0.166 -0.819 -4.426
H 1.329 1.385 -4.241
H 1.620 2.260 -2.716
H -0.028 2.027 -3.281
H 2.678 -0.857 -3.597
H 2.505 -1.715 -2.045
H 3.224 -0.112 -2.082
C 3.669 2.788 2.915
N 2.934 1.559 2.657
C 2.326 0.930 3.816
C 2.432 1.286 1.440
C 2.951 2.081 0.278
O 1.583 0.387 1.294
H 4.209 2.678 3.854
H 2.981 3.633 2.990
H 4.394 2.982 2.131
H 1.463 1.511 4.155
H 3.059 0.884 4.620
H 2.008 -0.077 3.560
H 2.625 3.115 0.382
H 2.513 1.679 -0.630
H 4.040 2.042 0.221

---

[5]
49
Properties=species:S:1:pos:R:3 method="wB97M-V/def2-TZVPD" s_squared=8.839 multiplicity=6 max_force_ev_per_a=1.10 charge=0 gap_ev="4.8 / 5.0" energy_ev=-70797.3273
Ir 1.712 1.189 0.273
Cl -4.702 4.450 -0.899
C -3.104 3.754 -0.939
C -2.479 3.536 -2.162
C -1.219 2.972 -2.181
C -0.554 2.612 -1.010
O 0.650 2.056 -1.135
C -1.185 2.852 0.235
C -0.608 2.546 1.505
N 0.600 2.005 1.721
C 1.063 1.732 2.990
C 0.457 2.108 4.195
C 0.972 1.648 5.407
C 2.074 0.820 5.473
C 2.742 0.456 4.283
C 3.863 -0.392 4.229
C 4.454 -0.684 3.017
C 3.943 -0.134 1.852
N 2.864 0.658 1.866
C 2.249 0.950 3.049
C -2.473 3.427 0.232
H -2.979 3.807 -3.082
H -0.708 2.784 -3.118
H -1.227 2.732 2.373
H -0.407 2.756 4.203
H 0.484 1.950 6.326
H 2.446 0.455 6.421
H 4.250 -0.811 5.149
H 5.312 -1.339 2.957
H 4.393 -0.316 0.886
H -2.970 3.617 1.176
O 3.082 0.470 -1.023
O 2.181 -0.210 -1.609
Te 0.613 -1.658 0.615
O -2.327 -6.153 -4.972
C -2.335 -4.835 -5.273
O -2.740 -4.466 -6.337
C -1.864 -3.901 -4.200
C -0.994 -4.282 -3.184
C -0.687 -3.411 -2.151
C -1.268 -2.149 -2.119
S -1.115 -0.968 -0.803
C -2.077 -1.734 -3.176
C -2.364 -2.604 -4.211
H -2.032 -6.294 -4.063
H -0.509 -5.253 -3.200
H -0.005 -3.719 -1.370
H -2.490 -0.732 -3.174
H -2.985 -2.295 -5.041

---

[6]
173
Properties=species:S:1:pos:R:3 method="wB97M-V/def2-TZVPD" s_squared=0.754 multiplicity=2 max_force_ev_per_a=3.43 charge=+6 gap_ev="10.3 / 7.3" energy_ev=-65671.9458
C -1.851 23.560 18.290
C -1.221 23.167 19.618
C 0.360 23.019 19.318
O -1.517 23.946 20.755
H -2.907 23.760 18.473
H -1.575 22.749 17.617
H -1.494 24.496 17.861
H -1.559 22.161 19.864
H 0.919 22.798 20.227
H 0.770 23.977 18.999
H 0.769 22.267 18.644
C -3.446 19.686 21.816
C -3.297 20.342 23.167
C -3.991 21.750 23.359
N -3.476 22.610 24.514
C -1.943 23.034 24.407
C -3.754 21.920 25.881
C -3.780 23.074 26.893
C -4.262 24.307 26.121
C -4.288 23.888 24.627
H -2.995 18.694 21.796
H -3.011 20.362 21.081
H -4.502 19.684 21.546
H -2.235 20.569 23.263
H -3.630 19.684 23.969
H -5.079 21.698 23.366
H -3.603 22.357 22.540
H -1.324 22.189 24.705
H -1.817 23.933 25.011
H -1.851 23.213 23.336
H -3.067 21.077 25.947
H -4.787 21.584 25.785
H -2.786 23.170 27.331
H -4.624 22.867 27.550
H -3.507 25.050 26.378
H -5.233 24.715 26.400
H -3.821 24.544 23.893
H -5.313 23.714 24.300
C 3.745 27.201 23.168
C 2.928 25.939 22.970
C 3.545 24.737 23.756
N 2.666 23.545 24.061
C 1.979 23.140 22.729
C 1.621 23.970 25.103
C 1.472 22.741 26.000
C 2.943 22.354 26.165
C 3.508 22.408 24.746
H 3.819 27.518 24.209
H 3.345 28.081 22.664
H 4.722 27.173 22.687
H 2.916 25.752 21.897
H 1.943 26.265 23.305
H 3.889 24.915 24.775
H 4.364 24.283 23.198
H 2.781 22.863 22.045
H 1.218 23.849 22.402
H 1.427 22.207 22.838
H 0.707 24.212 24.560
H 1.869 24.850 25.697
H 0.823 21.956 25.611
H 1.110 23.081 26.970
H 2.937 21.375 26.644
H 3.505 22.926 26.903
H 3.271 21.501 24.189
H 4.569 22.630 24.635
C -2.303 15.197 15.042
C -2.361 16.432 15.922
C -1.297 17.436 15.647
N -1.636 18.976 15.907
C -0.389 19.857 15.723
C -2.716 19.467 14.991
C -3.725 20.240 15.780
C -3.661 19.572 17.125
C -2.172 19.288 17.343
H -3.053 14.455 15.316
H -1.355 14.674 14.912
H -2.692 15.412 14.047
H -2.375 16.122 16.966
H -3.307 16.972 15.878
H -0.956 17.596 14.624
H -0.420 17.287 16.278
H -0.704 20.874 15.490
H 0.021 19.637 14.737
H 0.302 19.839 16.566
H -2.276 20.208 14.324
H -3.139 18.649 14.408
H -3.460 21.295 15.844
H -4.774 20.297 15.489
H -4.162 20.098 17.938
H -4.150 18.598 17.134
H -1.741 20.247 17.629
H -1.890 18.453 17.984
C -6.224 22.266 18.184
C -6.777 23.396 19.147
C -5.614 23.970 20.073
N -5.472 25.461 19.988
C -4.572 25.961 21.162
C -6.834 26.190 20.093
C -7.091 26.766 18.700
C -5.746 27.039 18.049
C -4.848 25.946 18.632
H -6.972 21.696 17.633
H -5.680 21.535 18.783
H -5.528 22.661 17.444
H -7.536 22.976 19.807
H -7.178 24.169 18.491
H -4.692 23.431 19.853
H -5.929 23.830 21.107
H -5.095 25.840 22.111
H -4.478 27.040 21.045
H -3.690 25.322 21.129
H -6.878 26.942 20.881
H -7.628 25.574 20.516
H -7.570 27.744 18.730
H -7.579 26.086 18.002
H -5.323 28.043 18.055
H -5.904 26.792 16.999
H -3.781 26.092 18.797
H -4.834 25.162 17.874
C 3.059 26.945 14.223
C 1.829 26.542 14.939
C 0.891 27.701 14.886
N -0.453 27.339 15.592
C -0.308 27.354 17.106
C -1.100 26.011 15.080
C -2.567 26.249 14.928
C -2.594 27.585 14.198
C -1.616 28.355 15.013
H 3.604 27.820 14.579
H 2.859 27.143 13.170
H 3.864 26.213 14.292
H 2.015 26.261 15.976
H 1.353 25.631 14.576
H 0.654 28.136 13.915
H 1.208 28.602 15.411
H 0.526 26.681 17.304
H -1.286 27.122 17.528
H 0.073 28.355 17.311
H -0.930 25.164 15.744
H -0.669 25.636 14.151
H -2.938 26.386 15.944
H -3.110 25.424 14.466
H -3.602 27.990 14.110
H -2.200 27.456 13.190
H -2.210 28.931 15.723
H -1.342 29.263 14.476
C -0.895 16.400 23.014
C 0.499 16.452 22.466
C 1.018 17.918 22.192
N 2.386 17.961 21.534
C 3.438 16.987 22.229
C 2.895 19.351 21.622
C 2.042 20.207 20.606
C 1.794 19.239 19.432
C 2.199 17.812 19.950
H -1.191 15.358 22.898
H -1.414 16.895 22.194
H -1.170 16.738 24.014
H 0.359 15.900 21.537
H 1.175 15.967 23.170
H 1.119 18.305 23.205
H 0.272 18.491 21.641
H 3.105 15.983 21.968
H 3.537 17.369 23.245
H 4.382 17.177 21.719
H 3.934 19.322 21.297
H 2.917 19.805 22.613
H 2.566 21.143 20.414
H 1.083 20.512 21.025
H 2.375 19.474 18.540
H 0.790 19.303 19.011
H 3.202 17.618 19.570
H 1.600 16.930 19.727